Entry a
H3NOP | ωB97M-V/def2-TZVPD

Last column: natural (NBO) charge in e.
Element x y z (Å)
N -1.818 -0.197 0.083  -0.766
O -0.484 -0.323 -0.549  -0.828
P 0.985 -0.731 0.084  0.601
H -1.557 0.770 0.571  0.216
H 1.067 0.498 0.743  -0.117
H 1.807 -0.018 -0.932  -0.106

Calculated values
SMILES string ... [NH-]OP
HOMO-LUMO gap ... 6.09 eV
Total charge ... -1
HOMO ... -1.296 eV
E_LUMO ... 4.80 eV

=====

Entry b
H3NOP | ωB97M-V/def2-TZVPD

Last column: natural (NBO) charge in e.
Element x y z (Å)
N -1.159 -0.584 0.054  -0.773
O -0.529 0.792 -0.122  -0.801
P 0.819 0.033 0.244  0.665
H -1.731 -0.511 1.023  0.252
H 1.600 0.998 -0.269  -0.216
H 1.000 -0.729 -0.931  -0.126

Calculated values
HOMO-LUMO gap ... 7.22 eV
Total charge ... -1
HOMO ... -2.055 eV
E_LUMO ... 5.17 eV

=====

Bottom line: entry b, by a margin of 0.587 eV.